Here is a molecular structure, C24H17AuBrF3N3S at a distorted geometry from the OMol25 dataset. Energies are from the ωB97M-V functional and the def2-TZVPD basis.

Structure (XYZ):
```
50
C24H17AuBrF3N3S the ωB97M-V functional and the def2-TZVPD basis
C -2.259 1.569 3.878
C 1.053 -3.962 -3.438
H -1.938 2.419 0.603
F 4.886 5.681 0.326
C 3.264 2.425 0.520
C 4.647 1.089 1.765
H 6.712 1.629 1.887
H 6.429 3.608 0.398
C -0.150 0.960 2.996
H -4.115 -1.046 2.076
C -0.665 -2.708 -2.277
C -0.954 -1.590 -1.288
H -6.049 -1.163 0.400
F 2.874 5.202 -0.545
C -3.946 -1.096 0.996
H -0.721 0.609 5.046
C 4.214 4.744 -0.423
S 1.618 2.729 0.033
C -4.987 -1.202 0.124
H -1.978 -4.855 -4.563
H -3.633 2.581 2.538
H -3.263 -1.521 -2.808
C 5.576 3.059 0.783
C -3.408 -1.360 -1.733
H 0.846 0.551 3.059
C -1.741 2.050 1.632
C 0.689 -3.100 -2.429
C 4.315 3.387 0.280
C -4.690 -1.342 -1.250
N 3.408 1.313 1.275
C -2.638 2.149 2.657
N -0.567 1.427 1.795
C -1.651 -3.564 -2.895
F 4.734 4.743 -1.716
H -1.832 -1.102 1.239
C 0.114 -4.637 -4.199
Au 0.373 0.736 0.055
Br -3.556 1.515 5.237
N 0.094 -1.028 -0.857
C -2.645 -1.191 0.544
C 5.732 1.913 1.566
H 0.342 -5.296 -5.028
H 4.698 0.172 2.350
H -2.724 -3.464 -2.624
H -5.517 -1.559 -1.933
H 1.464 -2.650 -1.777
C -2.358 -1.337 -0.814
H 2.117 -4.121 -3.655
C -0.991 1.040 4.089
C -1.223 -4.406 -3.895
```

Output
2S+1: 3
DFT total energy (Eh): -4496.1848
Charge: +1